(1)
Here is C28H46BrN3P2Sn as an isolated structure in a non-equilibrium geometry from the OMol25 dataset. Energies are from the ωB97M-V functional and the def2-TZVPD basis.

```
81
C28H46BrN3P2Sn, DFT the ωB97M-V functional and the def2-TZVPD basis
N -1.83934 4.88690 2.93353
C -1.60594 3.83314 3.73108
C -0.42795 3.07926 3.64461
C 0.58097 3.46545 2.72641
C 0.24678 4.48664 1.80149
C -0.95429 5.19868 1.98309
C 1.90025 2.86921 2.76881
Sn -0.04004 -0.40967 -0.17381
P 0.64199 -2.71263 -1.14087
C 2.82710 2.88321 1.74600
C 3.42141 1.67454 1.18921
C 3.95971 1.66011 -0.13482
C 4.40924 0.48261 -0.72624
C 4.34063 -0.70015 0.00987
C 3.83611 -0.74849 1.30743
C 3.37882 0.44767 1.89128
Br 5.11605 -2.31870 -0.79381
H 2.15102 2.32473 3.69333
H 3.09219 3.81539 1.23193
H -0.27742 2.21935 4.30470
H 0.92513 4.78428 1.00001
H -2.38154 3.58842 4.47136
H -1.21888 6.03997 1.33448
H 4.03060 2.59224 -0.69193
H 2.99427 0.44807 2.90901
H 4.82057 0.44344 -1.73331
H 3.81259 -1.69722 1.83618
P -1.52990 1.12300 -1.74171
C 1.32710 -3.64012 0.28670
C 2.56057 -4.51723 0.11327
H 0.47813 -4.24967 0.64728
H 1.54358 -2.88427 1.06750
H 2.77500 -4.97873 1.08884
H 2.44389 -5.30695 -0.63899
H 3.44172 -3.91197 -0.15034
C 1.95117 -2.08522 -2.26272
C 2.59909 -3.00965 -3.29591
H 2.73610 -1.73425 -1.57236
H 1.55043 -1.18868 -2.77399
H 3.46883 -2.46317 -3.68947
H 2.95484 -3.95709 -2.86613
H 1.94440 -3.22596 -4.15168
C -0.51471 -3.68618 -2.14286
C -0.18627 -5.17107 -2.26124
H -0.50422 -3.20940 -3.13752
H -1.52077 -3.54628 -1.70875
H -0.97077 -5.61853 -2.88193
H 0.77893 -5.34850 -2.75550
H -0.19641 -5.68102 -1.28893
C -3.20143 0.50972 -2.15083
C -3.27210 -0.96891 -2.53493
H -3.60934 1.13497 -2.96176
H -3.82841 0.70438 -1.26714
H -4.29467 -1.21347 -2.84837
H -2.59225 -1.22133 -3.35793
H -3.03700 -1.62022 -1.68474
C -0.56807 1.24577 -3.29879
C 0.80837 1.89571 -3.13924
H -1.17225 1.78898 -4.04196
H -0.47402 0.21539 -3.67320
H 1.34988 1.85232 -4.09005
H 0.73850 2.94626 -2.83646
H 1.43075 1.38463 -2.39556
C -1.76119 2.84788 -1.16411
C -2.82859 3.04914 -0.08602
H -1.98019 3.48530 -2.03844
H -0.77585 3.17463 -0.79004
H -2.94926 4.11834 0.12052
H -3.80629 2.65279 -0.38071
H -2.53055 2.58342 0.86037
C -4.35269 -1.23253 3.24680
N -3.08732 -0.47640 3.32394
C -2.85597 0.42817 4.46307
C -2.22518 -0.57240 2.36339
N -1.54984 -0.73248 1.39861
H -4.91010 -1.05438 4.16669
H -4.15605 -2.30834 3.12510
H -4.95466 -0.90307 2.38671
H -1.88935 0.20125 4.94097
H -2.88091 1.48726 4.15896
H -3.65472 0.25172 5.18253
```

Results
* gap between HOMO and LUMO: 6.6956 eV
* multiplicity: 1
* total charge: +2
* lowest unoccupied orbital energy: -5.60 eV

---

(2)
Here is C28H46F6OP2Tb as an isolated structure in a non-equilibrium geometry from the OMol25 dataset. Energies are from the ωB97M-V functional and the def2-TZVPD basis.

```
84
C28H46F6OP2Tb, DFT the ωB97M-V functional and the def2-TZVPD basis
Tb 1.96826 -0.91678 1.05954
C 3.00249 0.42317 2.86340
C 1.56529 0.51421 2.88888
C 2.17341 -1.65046 3.42971
C 3.36331 -0.92096 3.16287
C 1.05323 -0.76119 3.30853
C 3.96013 1.52439 2.62687
H 3.44603 2.47082 2.43694
H 4.58308 1.30180 1.76216
H 4.64451 1.66847 3.48086
C 4.74498 -1.41212 3.39453
H 5.47755 -0.78573 2.88147
H 4.86483 -2.44500 3.04711
H 4.99666 -1.40030 4.46698
C 2.15576 -3.07770 3.85717
H 3.00203 -3.26824 4.53790
H 2.25941 -3.77657 3.00518
H 1.21932 -3.32172 4.39224
C -0.37843 -1.11905 3.51370
H -0.78172 -0.69535 4.44737
H -0.50253 -2.20903 3.56916
H -1.00969 -0.72902 2.70255
C 0.78046 1.64828 2.35033
H 0.40048 2.27231 3.17154
H -0.09982 1.32200 1.77952
H 1.38204 2.28113 1.67963
C -0.03587 2.59561 -1.16158
C 0.06166 3.55239 -0.22856
C -1.04321 4.39597 0.31866
C -2.48039 3.85496 0.15016
C -2.78605 2.71477 1.07768
C -2.51957 1.40878 0.87763
C -1.56780 0.79352 -0.10624
C -1.16415 1.63403 -1.34139
H -1.02280 5.39621 -0.15455
H -2.72705 3.61972 -0.89382
H -0.82991 4.54692 1.39461
H -2.06573 2.14210 -1.69602
H 0.83067 2.40679 -1.81534
H 1.06073 3.90075 0.07011
H -0.82837 0.92209 -2.11365
H -0.64327 0.39621 0.38106
H -3.10497 0.67925 1.47083
H -2.06988 -0.11843 -0.47946
H -3.16192 4.67603 0.41529
H -3.29886 3.02760 1.99879
P -3.02359 -0.40350 -2.83925
P -3.99936 -2.86483 -1.13234
C -4.44069 -1.40694 -3.53914
C -4.55139 -2.79648 -2.92507
H -4.29198 -1.48200 -4.62655
H -5.36459 -0.83377 -3.36263
H -5.59560 -3.14196 -2.99106
H -3.91898 -3.51490 -3.46829
C -4.76467 -4.52505 -0.90001
H -4.78766 -4.77273 0.16407
H -4.16036 -5.26774 -1.42957
H -5.78548 -4.54924 -1.29724
C -5.43616 -1.89796 -0.45642
H -6.36540 -2.12739 -0.99809
H -5.24091 -0.81955 -0.50335
H -5.56204 -2.18513 0.59583
C -1.79313 -0.80905 -4.14957
H -0.81837 -0.38131 -3.87731
H -2.12463 -0.39699 -5.11357
H -1.68976 -1.90142 -4.22525
C -3.68653 1.20496 -3.45568
H -4.77938 1.15592 -3.54130
H -3.25013 1.43975 -4.43214
H -3.46050 2.02029 -2.75904
C 4.63235 -0.94836 -2.16893
C 4.68578 -0.08984 -0.93712
O 3.70486 -0.36596 0.01851
C 6.08865 -0.27898 -0.28407
F 7.11487 -0.07887 -1.15570
F 6.31180 0.53836 0.77732
F 6.18530 -1.56153 0.18569
C 4.44625 1.39549 -1.33503
F 5.41265 1.92717 -2.12295
F 3.26336 1.46523 -2.03086
F 4.29707 2.22545 -0.27268
H 4.80906 -1.98985 -1.89386
H 5.41099 -0.61193 -2.85848
H 3.65401 -0.85198 -2.63920
```

Results
* gap between HOMO and LUMO (alpha / beta): 5.9148 / 6.5907 eV
* multiplicity: 7
* total charge: +1
* lowest unoccupied orbital energy (alpha / beta): -4.34 / -3.66 eV

---

(3)
Here is C28H46F8INO6P as an isolated structure in a non-equilibrium geometry from the OMol25 dataset. Energies are from the ωB97M-V functional and the def2-TZVPD basis.

```
91
C28H46F8INO6P, DFT the ωB97M-V functional and the def2-TZVPD basis
C 2.37893 -1.76926 3.01856
C 2.17384 -0.58430 2.47092
P 1.74532 1.16032 1.75980
I 4.18880 1.60144 1.85119
C 1.79791 1.77711 3.59933
C 0.60935 1.40588 4.56394
F 0.47337 0.00052 4.96128
C 1.82586 0.30762 0.01898
C 3.12863 0.59053 -0.87513
C 2.68531 0.09327 -2.39284
C 2.92864 -1.48606 -2.62973
C 3.52814 -1.62400 -4.14140
C 3.45314 -3.11543 -4.74000
C 1.99136 -3.59860 -5.20475
C 0.99848 -4.08446 -4.03706
C 1.68513 -4.75623 -2.74860
C 0.61732 -4.55887 -1.51496
C 0.86448 -5.58291 -0.29431
C 1.90052 -4.99229 0.82088
N 0.03830 0.75440 2.01839
C -0.99277 1.03143 1.07232
C -1.79112 -0.37282 0.73267
C -2.63019 -0.29156 -0.64108
C -3.82197 -1.40688 -0.59427
C 1.41877 2.93421 1.03574
F 1.14211 2.99560 -0.39033
F 2.73780 3.59557 1.06010
C 0.49439 3.97449 1.76265
F -0.52839 3.62484 2.64460
F 1.28749 4.98371 2.46301
F -0.16210 4.77851 0.72700
H 2.36460 -2.61424 3.80691
H 2.14663 2.88753 3.69159
H 2.72382 1.20907 4.03406
H 0.86866 1.92779 5.58234
H -0.44586 1.77484 4.34215
H 1.82868 -0.84703 0.19487
H 0.94030 0.49599 -0.66532
H 3.37122 1.70488 -1.06194
H 4.04198 -0.06471 -0.66299
H 3.44098 0.64045 -3.09517
H 1.64824 0.47625 -2.69323
H 3.58976 -1.98964 -1.83668
H 1.88205 -1.98759 -2.53301
H 4.65833 -1.35462 -4.06993
H 3.05505 -0.88640 -4.88170
H 3.95507 -3.91889 -4.06218
H 4.11136 -3.10762 -5.70410
H 1.48688 -2.67517 -5.70858
H 2.08422 -4.37999 -6.06331
H 0.31806 -4.90779 -4.50594
H 0.25739 -3.25024 -3.71094
H 2.65159 -4.26252 -2.38507
H 1.89988 -5.88803 -2.91431
H 0.86104 -3.49649 -1.09931
H -0.46507 -4.50305 -1.89258
H -0.15627 -5.68687 0.25442
H 1.23657 -6.58644 -0.72080
H 2.95020 -5.47522 0.70422
H 1.49534 -5.29272 1.86747
H 1.96231 -3.83556 0.80650
H -0.01669 -0.21760 2.36331
H -1.82763 1.68681 1.57133
H -0.81438 1.50695 0.05335
H -0.95374 -1.15213 0.56757
H -2.43016 -0.63996 1.64923
H -3.11686 0.73563 -0.84253
H -1.93541 -0.63182 -1.51114
H -4.56248 -1.20971 0.26899
H -4.41299 -1.38355 -1.57743
H -3.39120 -2.47913 -0.44926
C -5.04205 1.75366 -4.37261
C -6.19634 2.52375 -3.81696
O -6.92533 1.54667 -3.10447
C -6.00027 0.63037 -2.69919
O -6.19421 -0.19266 -1.85006
O -4.82286 0.77038 -3.37371
F -6.98140 3.00708 -4.80995
H -5.27999 1.26177 -5.32040
H -4.15568 2.37492 -4.51279
H -5.91151 3.33553 -3.14094
C -0.90457 5.60278 5.66578
C -2.06820 6.33989 6.24502
O -2.75322 5.34345 6.97392
C -1.79349 4.45482 7.36064
O -1.94709 3.62813 8.21526
O -0.63545 4.62732 6.66164
F -2.88797 6.79858 5.26900
H -1.14769 5.10250 4.72380
H -0.03994 6.24934 5.50601
H -1.79275 7.16096 6.91398
```

Results
* gap between HOMO and LUMO: 6.8140 eV
* multiplicity: 1
* total charge: -1
* lowest unoccupied orbital energy: 1.99 eV